Record 1
{
  "formula": "C3H13O5",
  "method": "ωB97M-V/def2-TZVPD",
  "elements": ["C", "O", "C", "C", "O", "H", "H", "H", "H", "H", "H", "H", "H", "H", "O", "H", "H", "O", "H", "H", "O"],
  "coordinates": [[1.117, -0.721, -1.523], [0.866, -1.934, -0.889], [-0.124, -0.027, -2.175], [-0.926, 0.990, -1.213], [-0.036, 1.975, -0.708], [1.504, 0.097, -0.843], [1.933, -1.070, -2.257], [-0.829, -0.784, -2.480], [0.171, 0.655, -2.982], [-1.744, 1.369, -1.765], [-1.445, 0.464, -0.467], [0.246, 1.752, 0.244], [1.478, 2.452, 1.527], [0.078, 0.972, 2.486], [0.769, 1.728, 1.634], [-0.757, -1.317, 1.834], [-0.218, 0.325, 3.788], [-0.324, -0.096, 2.928], [0.223, -1.876, -0.182], [-1.091, -2.855, 1.814], [-0.891, -2.100, 1.229]],
  "molar_mass_g_mol": 129.13,
  "gap_ev": [10.112, 4.865],
  "e_homo_ev": [-9.72, -9.66],
  "multiplicity": 2,
  "total_energy_ha": -498.11821,
  "e_lumo_ev": [0.39, -4.79],
  "s2": 0.759,
  "relative_energy_ev": 2.4236
}

***

Record 2
{
  "formula": "C88H192F6N11O7S2",
  "method": "ωB97M-V/def2-TZVPD",
  "elements": ["C", "C", "C", "C", "N", "C", "C", "C", "C", "C", "C", "C", "H", "H", "H", "H", "H", "H", "H", "H", "H", "H", "H", "H", "H", "H", "H", "H", "H", "H", "H", "H", "H", "H", "H", "H", "C", "C", "C", "C", "N", "C", "C", "C", "C", "C", "C", "C", "H", "H", "H", "H", "H", "H", "H", "H", "H", "H", "H", "H", "H", "H", "H", "H", "H", "H", "H", "H", "H", "H", "H", "H", "C", "C", "C", "C", "N", "C", "C", "C", "C", "C", "C", "C", "H", "H", "H", "H", "H", "H", "H", "H", "H", "H", "H", "H", "H", "H", "H", "H", "H", "H", "H", "H", "H", "H", "H", "H", "C", "C", "C", "C", "N", "C", "C", "C", "C", "C", "C", "C", "H", "H", "H", "H", "H", "H", "H", "H", "H", "H", "H", "H", "H", "H", "H", "H", "H", "H", "H", "H", "H", "H", "H", "H", "C", "C", "C", "C", "N", "C", "C", "C", "C", "C", "C", "C", "H", "H", "H", "H", "H", "H", "H", "H", "H", "H", "H", "H", "H", "H", "H", "H", "H", "H", "H", "H", "H", "H", "H", "H", "C", "C", "C", "C", "N", "C", "C", "C", "C", "C", "C", "C", "H", "H", "H", "H", "H", "H", "H", "H", "H", "H", "H", "H", "H", "H", "H", "H", "H", "H", "H", "H", "H", "H", "H", "H", "C", "C", "C", "C", "N", "C", "C", "C", "C", "C", "C", "C", "H", "H", "H", "H", "H", "H", "H", "H", "H", "H", "H", "H", "H", "H", "H", "H", "H", "H", "H", "H", "H", "H", "H", "H", "C", "C", "O", "N", "H", "H", "C", "H", "H", "H", "H", "H", "H", "C", "C", "O", "N", "H", "H", "C", "H", "H", "H", "H", "H", "H", "C", "C", "O", "N", "H", "H", "C", "H", "H", "H", "H", "H", "H", "C", "F", "F", "F", "S", "O", "O", "N", "S", "O", "O", "C", "F", "F", "F"],
  "coordinates": [[-0.555, 4.092, -2.176], [-2.072, 4.411, -2.087], [-2.490, 5.515, -1.071], [-1.587, 6.819, -1.195], [-1.986, 8.000, -0.325], [-1.943, 7.566, 1.132], [-1.499, 8.678, 2.140], [-0.726, 9.629, 1.190], [-0.814, 9.058, -0.266], [-3.383, 8.604, -0.688], [-3.799, 9.838, 0.049], [-5.051, 10.568, -0.511], [-0.304, 3.376, -2.959], [-0.203, 3.630, -1.254], [0.021, 5.001, -2.347], [-2.617, 3.489, -1.888], [-2.560, 4.793, -2.984], [-2.409, 5.091, -0.070], [-3.553, 5.699, -1.222], [-1.606, 7.283, -2.181], [-0.523, 6.637, -1.043], [-2.852, 7.116, 1.532], [-1.158, 6.811, 1.165], [-2.334, 9.077, 2.716], [-0.756, 8.209, 2.785], [-1.059, 10.664, 1.261], [0.325, 9.759, 1.449], [-0.978, 9.817, -1.031], [0.117, 8.516, -0.429], [-4.041, 7.741, -0.583], [-3.296, 8.831, -1.751], [-2.942, 10.511, 0.098], [-3.951, 9.431, 1.049], [-5.012, 11.614, -0.208], [-5.962, 10.120, -0.114], [-5.149, 10.589, -1.597], [0.460, -9.634, 4.488], [0.807, -8.208, 3.784], [1.721, -7.267, 4.656], [2.243, -5.999, 3.848], [3.253, -5.101, 4.672], [3.732, -3.992, 3.764], [5.175, -3.568, 4.272], [5.727, -4.796, 5.042], [4.605, -5.793, 4.980], [2.600, -4.547, 5.993], [1.227, -3.974, 5.722], [0.724, -3.317, 7.062], [0.007, -10.301, 3.755], [-0.299, -9.582, 5.268], [1.405, -10.058, 4.828], [-0.042, -7.676, 3.355], [1.408, -8.425, 2.901], [2.593, -7.859, 4.936], [1.210, -6.875, 5.536], [1.404, -5.485, 3.378], [2.802, -6.304, 2.963], [3.033, -3.160, 3.676], [3.884, -4.453, 2.788], [5.153, -2.706, 4.938], [5.831, -3.266, 3.456], [5.957, -4.569, 6.083], [6.583, -5.258, 4.550], [4.462, -6.458, 5.831], [4.818, -6.475, 4.156], [3.342, -3.839, 6.360], [2.476, -5.426, 6.626], [0.427, -4.698, 5.572], [1.236, -3.314, 4.854], [0.722, -3.946, 7.952], [-0.275, -2.901, 6.925], [1.301, -2.435, 7.339], [-3.362, 1.919, -6.173], [-3.964, 0.915, -7.149], [-3.800, -0.567, -6.724], [-4.232, -1.601, -7.830], [-3.783, -3.076, -7.457], [-4.378, -3.540, -6.115], [-4.696, -5.018, -6.286], [-4.719, -5.383, -7.754], [-4.595, -4.010, -8.497], [-2.214, -3.272, -7.458], [-1.432, -2.745, -8.713], [0.052, -2.943, -8.726], [-3.541, 1.599, -5.147], [-3.619, 2.943, -6.441], [-2.276, 1.846, -6.235], [-3.681, 1.058, -8.191], [-5.028, 1.147, -7.104], [-4.292, -0.682, -5.758], [-2.740, -0.655, -6.483], [-3.933, -1.300, -8.833], [-5.316, -1.715, -7.835], [-3.727, -3.371, -5.258], [-5.244, -2.889, -5.992], [-4.058, -5.616, -5.635], [-5.728, -5.007, -5.935], [-3.913, -6.103, -7.894], [-5.695, -5.804, -7.996], [-4.178, -4.071, -9.503], [-5.622, -3.695, -8.678], [-2.106, -4.349, -7.330], [-1.888, -2.814, -6.524], [-1.799, -1.754, -8.980], [-1.947, -3.256, -9.527], [0.724, -2.331, -8.125], [0.378, -2.586, -9.703], [0.267, -4.004, -8.601], [3.424, 2.712, -10.409], [4.516, 2.794, -9.278], [3.974, 2.267, -7.906], [4.842, 2.485, -6.627], [4.442, 3.688, -5.739], [5.481, 3.692, -4.568], [4.650, 3.837, -3.319], [3.351, 3.115, -3.521], [3.081, 3.421, -5.013], [4.365, 5.080, -6.532], [5.613, 5.544, -7.335], [5.351, 6.878, -8.038], [3.255, 1.684, -10.729], [3.801, 3.120, -11.348], [2.593, 3.320, -10.055], [4.687, 3.859, -9.118], [5.429, 2.277, -9.572], [3.682, 1.224, -8.031], [3.024, 2.762, -7.706], [5.927, 2.570, -6.690], [4.688, 1.607, -6.000], [6.390, 4.275, -4.714], [5.758, 2.647, -4.428], [4.341, 4.873, -3.177], [5.089, 3.461, -2.395], [2.501, 3.387, -2.895], [3.474, 2.041, -3.385], [2.557, 4.376, -5.038], [2.424, 2.719, -5.527], [4.116, 5.804, -5.756], [3.637, 4.927, -7.329], [6.067, 4.771, -7.955], [6.385, 5.804, -6.611], [4.586, 6.796, -8.810], [6.327, 7.150, -8.438], [5.106, 7.674, -7.334], [-6.584, -3.082, 6.346], [-5.208, -2.535, 6.110], [-4.217, -3.700, 5.883], [-4.165, -4.097, 4.393], [-3.369, -5.406, 3.933], [-2.098, -5.598, 4.850], [-2.285, -6.830, 5.656], [-3.200, -7.678, 4.796], [-4.177, -6.703, 4.175], [-3.073, -5.202, 2.399], [-2.030, -6.154, 1.674], [-2.147, -6.070, 0.184], [-7.180, -2.224, 6.656], [-6.536, -3.740, 7.213], [-7.210, -3.518, 5.567], [-4.939, -2.057, 7.052], [-5.381, -1.761, 5.361], [-4.513, -4.545, 6.505], [-3.217, -3.402, 6.196], [-3.579, -3.305, 3.928], [-5.104, -4.279, 3.870], [-1.276, -5.750, 4.150], [-1.920, -4.768, 5.533], [-1.361, -7.356, 5.894], [-2.704, -6.639, 6.644], [-2.615, -8.362, 4.181], [-3.713, -8.270, 5.555], [-4.593, -7.058, 3.232], [-4.941, -6.443, 4.906], [-2.753, -4.185, 2.172], [-4.073, -5.290, 1.974], [-2.270, -7.198, 1.877], [-1.005, -6.013, 2.016], [-1.688, -6.971, -0.221], [-1.536, -5.258, -0.210], [-3.142, -5.833, -0.193], [3.679, 0.073, 2.959], [4.170, 0.476, 4.344], [3.712, 1.876, 4.710], [3.765, 2.163, 6.229], [3.078, 3.573, 6.538], [3.050, 3.851, 8.051], [1.933, 4.826, 8.296], [0.990, 4.680, 7.122], [1.528, 3.600, 6.180], [3.711, 4.797, 5.768], [5.260, 4.830, 5.831], [5.947, 6.004, 5.139], [2.592, 0.095, 2.878], [3.974, -0.966, 2.811], [4.171, 0.707, 2.220], [5.250, 0.525, 4.481], [3.775, -0.247, 5.058], [2.771, 2.223, 4.284], [4.398, 2.511, 4.149], [4.768, 2.264, 6.643], [3.161, 1.419, 6.748], [4.003, 4.140, 8.494], [2.747, 2.908, 8.506], [2.218, 5.878, 8.292], [1.439, 4.661, 9.253], [0.754, 5.607, 6.600], [-0.031, 4.438, 7.416], [1.196, 3.603, 5.141], [1.188, 2.702, 6.696], [3.248, 5.718, 6.124], [3.328, 4.670, 4.755], [5.624, 3.874, 5.456], [5.649, 4.934, 6.844], [7.006, 5.763, 5.230], [5.731, 7.008, 5.505], [5.638, 5.984, 4.094], [-6.867, 2.721, -0.302], [-5.818, 1.681, 0.017], [-4.617, 2.236, 0.756], [-3.667, 1.224, 1.267], [-2.423, 1.707, 2.159], [-1.333, 2.532, 1.336], [-1.086, 3.814, 2.210], [-2.423, 4.209, 2.819], [-2.850, 2.762, 3.265], [-1.635, 0.416, 2.714], [-2.465, -0.455, 3.705], [-1.473, -1.272, 4.585], [-7.117, 3.279, 0.601], [-7.731, 2.222, -0.740], [-6.417, 3.420, -1.007], [-5.541, 1.156, -0.898], [-6.161, 0.840, 0.620], [-5.021, 2.787, 1.606], [-4.136, 3.035, 0.191], [-3.262, 0.625, 0.451], [-4.163, 0.445, 1.846], [-0.481, 1.855, 1.273], [-1.837, 2.649, 0.376], [-0.375, 3.610, 3.011], [-0.732, 4.674, 1.641], [-2.372, 4.937, 3.628], [-3.192, 4.672, 2.200], [-2.242, 2.417, 4.101], [-3.921, 2.656, 3.439], [-0.740, 0.886, 3.121], [-1.438, -0.164, 1.812], [-3.172, -1.078, 3.157], [-3.116, 0.207, 4.276], [-0.809, -1.999, 4.117], [-2.043, -1.841, 5.319], [-0.874, -0.560, 5.153], [3.180, -1.743, -3.920], [2.372, -2.965, -4.255], [2.171, -3.352, -5.424], [1.652, -3.683, -3.031], [1.335, -2.926, -2.443], [0.746, -4.038, -3.303], [2.530, -4.742, -2.328], [2.571, -1.163, -3.228], [3.340, -1.102, -4.787], [4.093, -1.907, -3.348], [2.285, -4.735, -1.266], [3.575, -4.579, -2.590], [2.146, -5.730, -2.584], [-4.137, -1.297, -1.430], [-5.090, -1.788, -2.507], [-5.436, -1.122, -3.468], [-5.690, -3.140, -2.170], [-5.932, -3.125, -1.190], [-6.505, -3.376, -2.718], [-4.646, -4.281, -2.352], [-4.750, -1.018, -0.573], [-3.670, -0.348, -1.694], [-3.428, -2.076, -1.150], [-4.155, -4.166, -3.319], [-5.239, -5.193, -2.295], [-4.008, -4.237, -1.470], [8.826, -1.804, 0.039], [7.965, -3.068, 0.351], [8.132, -3.770, 1.331], [6.820, -3.305, -0.656], [7.058, -3.096, -1.615], [6.631, -4.295, -0.582], [5.594, -2.427, -0.256], [9.582, -1.624, 0.803], [8.216, -0.900, 0.038], [9.335, -1.986, -0.908], [4.858, -2.463, -1.059], [5.772, -1.389, 0.024], [5.217, -2.896, 0.654], [0.554, -2.664, 1.060], [1.079, -2.603, 2.257], [0.979, -3.827, 0.526], [-0.773, -2.521, 1.142], [1.230, -1.164, -0.078], [0.798, -0.064, 0.773], [2.699, -1.401, -0.168], [0.518, -1.419, -1.583], [-0.093, -0.024, -1.912], [-1.279, 0.404, -1.108], [0.888, 1.026, -2.051], [-0.838, -0.411, -3.727], [0.122, -0.470, -4.675], [-1.479, -1.601, -3.648], [-1.645, 0.572, -4.035]],
  "molar_mass_g_mol": 1694.70,
  "gap_ev": 7.704,
  "e_homo_ev": -23.38,
  "total_energy_ha": -5988.54978,
  "e_lumo_ev": -15.68,
  "charge": 9
}